(1)
DFT (ωB97M-V/def2-TZVPD) results for a structure of composition C34H34AsCoN8O.

Last column: Mulliken spin population.
Geometry (Å):
H: -1.292 1.172 -2.588  0.001
C: 1.092 -2.203 -1.092  0.002
C: -4.927 -4.924 -4.292  0.000
C: 6.042 1.124 -1.268  -0.002
N: 0.581 -1.983 0.154  0.005
H: 3.549 0.869 -2.170  -0.001
H: 5.163 -2.071 -0.625  0.000
C: -1.806 0.821 1.759  -0.165
H: 4.435 2.197 0.544  -0.001
C: -4.030 -4.908 -3.227  0.000
N: -1.410 -0.289 -1.013  0.014
As: 2.617 0.482 0.134  -0.019
C: 3.759 0.076 -1.451  -0.005
H: 8.992 -0.191 -0.255  0.000
H: 1.266 1.133 2.966  0.001
H: 1.407 -9.650 0.403  0.000
C: 0.998 -3.032 0.843  -0.004
H: -5.435 -0.768 -1.911  0.000
H: 3.407 -1.687 1.237  0.000
C: 2.359 -5.105 0.331  0.000
H: -2.812 0.430 1.717  0.000
C: -3.967 -3.800 -2.388  0.000
H: 0.098 -5.188 -1.248  0.000
H: -0.575 -9.396 -1.087  0.000
C: 5.219 0.010 -1.127  -0.001
H: 2.925 3.005 0.078  0.000
C: -0.751 0.306 2.548  0.061
N: -3.224 -7.262 -3.363  0.000
H: 5.629 2.054 -1.646  0.000
H: 2.849 -0.515 2.434  0.002
O: -2.104 -5.857 -2.115  0.000
C: 7.940 -0.135 -0.498  -0.002
N: 1.801 -3.299 -1.181  0.000
C: 1.846 -7.557 0.424  0.000
C: 0.011 -8.539 -0.783  0.000
H: 0.783 -3.243 1.878  0.001
N: -3.404 -0.904 -1.602  -0.001
C: -2.411 -1.107 -0.735  0.000
H: 8.018 1.926 -1.081  0.000
C: 0.357 1.164 2.387  -0.088
H: 2.630 -5.142 1.386  0.000
C: -5.736 -3.823 -4.512  0.000
H: 0.936 -1.541 -1.927  -0.001
C: 7.134 -1.259 -0.371  0.001
H: -2.436 -1.822 0.071  0.006
H: -6.434 -3.823 -5.338  0.000
C: 1.491 -6.293 -0.036  0.000
H: 3.415 -0.866 -1.876  0.001
C: -0.023 2.206 1.482  -0.090
C: -3.155 -6.038 -2.952  0.000
H: -1.949 2.634 0.476  0.003
H: 7.562 -2.193 -0.032  0.000
H: 2.704 -7.664 1.077  0.000
C: 3.427 -0.635 1.517  -0.002
C: -1.353 1.989 1.102  0.084
C: 3.354 2.201 0.673  -0.004
C: -4.782 -2.700 -2.608  0.000
H: -0.832 -0.499 3.262  0.003
N: 1.728 -3.827 0.053  0.003
N: -2.182 -7.939 -2.786  0.000
C: -4.714 -1.538 -1.644  0.001
C: -0.360 -7.273 -1.222  0.000
H: -4.972 -5.798 -4.928  0.000
H: 3.270 -5.127 -0.266  0.000
Co: 0.095 0.123 0.469  1.199
C: 7.391 1.053 -0.956  0.001
C: 1.115 -8.673 0.043  0.000
C: -1.539 -7.088 -2.054  0.000
C: -1.864 0.406 -2.092  0.001
H: 3.127 2.378 1.723  0.000
H: -3.290 -3.816 -1.542  0.000
C: 5.788 -1.186 -0.689  -0.002
H: -4.935 -1.888 -0.636  0.000
H: 0.562 3.079 1.237  0.001
H: -6.301 -1.858 -3.867  0.000
C: -5.662 -2.713 -3.680  0.000
H: 4.459 -0.343 1.699  -0.001
N: -3.066 0.057 -2.476  -0.001
C: 0.386 -6.154 -0.856  0.000

Results
Spin multiplicity: 2
Relative energy (zero: lowest compared OMol25 entry of this formula, charge and spin), eV: 0.6667
Net charge: +1
Molar mass, g/mol: 704.56
⟨S²⟩: 1.221
HOMO level (spin up / spin down), Ha: -0.3975 / -0.3993
Gap between HOMO and LUMO (spin up / spin down), eV: 7.331 / 8.823

(2)
DFT (ωB97M-V/def2-TZVPD) results for a structure of composition C34H34AsEuN4O5S.

Last column: Mulliken spin population.
Geometry (Å):
H: -0.526 1.215 4.103  0.000
H: -4.661 -3.382 1.749  0.000
C: 1.559 0.972 -4.351  -0.001
H: 5.578 -1.283 -2.402  0.000
H: 0.864 4.765 -4.372  0.000
H: 0.142 -3.547 -2.509  0.000
C: -3.113 -5.060 -0.756  0.000
C: -0.151 3.579 -2.257  0.005
O: 1.301 1.917 1.231  -0.004
H: 0.959 1.515 5.047  0.000
As: 1.572 1.077 2.640  0.006
C: 1.078 3.701 -4.361  0.000
C: -1.656 3.872 -0.512  0.001
H: 2.439 -1.010 3.666  0.000
C: -3.869 0.478 3.554  0.000
C: 2.374 -1.322 -1.249  0.001
H: 4.104 1.348 2.713  0.000
H: -1.279 -2.336 3.084  0.000
C: -3.134 -1.760 3.986  0.000
H: -1.759 -4.184 -2.167  0.000
C: 1.976 -0.820 2.698  0.001
C: 2.205 -3.449 -3.057  0.000
C: -4.078 -0.739 4.157  0.000
H: -0.462 4.051 1.247  -0.001
C: -2.425 -2.765 -0.702  0.000
H: 1.076 -1.408 2.567  -0.001
C: -2.538 2.040 2.204  0.001
H: 4.281 -3.118 -3.466  0.000
H: -4.521 -5.644 0.753  0.000
H: -3.067 -6.043 -1.205  0.000
H: -1.575 4.928 -0.798  0.000
H: 3.433 1.544 4.345  0.000
H: -4.595 1.273 3.685  0.000
C: 0.664 2.941 -3.253  -0.003
H: -2.660 3.524 -0.774  0.000
N: -0.689 3.043 -1.220  0.002
S: -1.410 -1.443 -1.338  -0.003
C: -4.015 -3.566 0.901  0.000
N: 0.039 -1.565 -0.678  -0.008
N: -1.621 2.347 1.369  -0.002
C: -2.010 -1.548 3.224  -0.002
Eu: -0.081 0.773 -0.101  6.028
H: 2.675 -1.040 1.898  0.001
C: 1.080 -3.047 -2.339  -0.001
C: -2.363 -4.023 -1.286  0.000
N: 2.423 -0.268 -0.397  -0.004
C: -1.479 3.737 0.993  0.000
H: 3.279 2.856 3.150  0.000
C: 1.947 1.744 -5.416  0.001
H: -0.381 4.631 -2.471  0.000
H: -3.322 -1.529 0.786  0.000
C: 3.286 1.776 3.291  0.000
O: -1.445 -1.532 -2.769  -0.001
C: 3.410 -2.816 -2.898  -0.001
H: 2.039 3.728 -6.272  0.000
C: 1.726 3.130 -5.426  -0.001
C: 3.509 -1.733 -2.003  0.001
C: -3.932 -4.833 0.343  0.000
C: 4.714 0.083 -0.997  -0.001
C: -1.765 -0.311 2.585  0.003
H: -2.193 4.389 1.513  0.000
C: 0.451 1.689 4.101  0.000
H: 2.120 -4.272 -3.755  0.000
C: -2.737 0.726 2.759  0.001
H: -3.211 2.821 2.579  0.000
H: 1.712 -0.101 -4.342  0.000
C: 4.697 -0.997 -1.840  0.000
H: 0.337 2.760 3.936  0.000
O: 0.664 0.830 -2.181  -0.003
O: -0.672 -0.123 1.917  -0.015
C: 0.946 1.547 -3.208  0.004
H: -3.291 -2.724 4.454  0.000
H: -4.955 -0.902 4.769  0.000
C: -3.260 -2.528 0.377  -0.001
H: 5.601 0.689 -0.871  0.000
O: -1.980 -0.216 -0.744  -0.005
H: 2.428 1.277 -6.268  0.000
C: 3.548 0.409 -0.301  0.003
C: 1.123 -2.004 -1.422  -0.004
H: 3.526 1.268 0.359  -0.001

Results
Spin multiplicity: 7
Net charge: 0
Molar mass, g/mol: 837.62
⟨S²⟩: 12.009
HOMO level (spin up / spin down), Ha: -0.2680 / -0.2685
Gap between HOMO and LUMO (spin up / spin down), eV: 7.574 / 7.589

(3)
DFT (ωB97M-V/def2-TZVPD) results for a structure of composition C34H34BrMoN4O2.

Last column: Mulliken spin population.
Geometry (Å):
H: 4.084 -3.132 2.075  0.000
H: 2.823 -3.629 0.135  0.002
C: 2.375 0.539 -5.308  0.005
C: -2.967 1.746 3.229  0.000
O: 0.342 -0.796 1.143  0.052
H: 2.422 -0.717 5.150  0.001
C: 1.305 -1.178 1.946  0.012
C: -2.493 -1.086 -1.701  0.103
Mo: 0.390 -0.468 -0.918  2.071
C: -0.054 -3.796 -1.816  -0.010
Br: 2.531 0.977 -0.077  -0.008
H: -0.944 -2.677 -3.414  -0.011
C: 2.259 -2.701 0.236  0.028
H: -3.894 1.629 3.793  0.000
C: 4.553 -2.341 4.625  0.000
H: 4.727 -3.415 4.577  0.000
C: -2.736 2.247 0.021  0.020
H: 0.627 -0.428 -6.047  0.001
C: 4.476 1.911 -1.920  0.005
C: -1.805 3.161 0.653  0.000
C: 3.098 0.966 -4.167  -0.006
H: -0.926 0.195 2.342  -0.005
C: 1.373 -3.263 -1.870  0.004
C: -1.853 1.140 4.080  -0.001
C: -4.961 1.511 -0.618  -0.004
N: -1.890 3.600 1.862  -0.001
H: 1.580 -2.751 -2.810  -0.016
C: 4.998 2.127 -3.211  -0.004
N: -1.284 -1.542 -1.682  -0.085
H: -6.738 1.988 -1.716  -0.001
C: -2.987 0.165 -1.173  0.016
C: -6.445 1.727 -0.698  0.001
H: 4.698 1.858 -5.300  0.000
C: 3.422 -1.941 3.724  0.005
H: 2.084 -4.083 -1.763  0.002
H: -2.091 -3.383 -2.285  0.002
O: -0.832 1.045 -0.592  -0.021
C: 3.333 -2.428 2.418  -0.006
H: -6.767 2.534 -0.043  0.000
H: -3.858 3.604 2.580  0.000
C: 2.572 0.694 -2.880  -0.031
C: 1.356 -0.056 -2.726  -0.120
C: -1.130 -2.874 -2.357  0.043
H: -1.184 4.270 2.147  0.000
C: -2.887 3.237 2.903  0.000
H: -1.396 1.877 4.742  0.000
H: -3.259 -1.717 -2.152  0.000
H: -2.610 3.817 3.782  0.000
C: 3.308 1.220 -1.807  -0.013
C: 4.316 1.674 -4.304  0.004
C: 0.331 0.093 3.863  0.008
H: -0.290 -4.111 -0.797  0.001
H: -0.218 -0.997 -3.850  -0.008
H: -0.929 3.483 0.098  0.000
C: 0.707 -0.441 -3.892  0.016
C: -4.370 0.381 -1.177  0.003
H: 0.463 0.384 4.902  0.000
N: -0.769 0.502 3.301  0.005
N: 1.552 -2.313 -0.761  -0.076
H: -0.105 -4.696 -2.433  0.000
H: -2.289 0.363 4.709  0.000
H: 5.928 2.666 -3.322  0.000
H: 5.477 -1.841 4.331  0.001
H: -6.986 0.824 -0.419  0.000
C: -4.122 2.423 0.010  0.009
H: -4.556 3.310 0.455  0.000
C: 2.327 -2.054 1.529  -0.008
C: -2.147 1.141 -0.615  -0.004
C: 1.345 -0.717 3.288  -0.005
C: 2.412 -1.096 4.134  0.010
C: 1.188 -0.122 -5.175  0.011
H: -3.117 1.154 2.324  0.000
H: 4.345 -2.079 5.660  0.000
H: 4.991 2.295 -1.050  0.000
H: -5.010 -0.368 -1.632  0.001
H: 2.779 0.755 -6.289  0.001

Results
Spin multiplicity: 3
Net charge: +3
Molar mass, g/mol: 706.52
⟨S²⟩: 2.025
HOMO level (spin up / spin down), Ha: -0.5637 / -0.5720
Gap between HOMO and LUMO (spin up / spin down), eV: 6.017 / 6.487

- What is the formula in the first record?
  C34H34AsCoN8O